1.
The following is a DFT calculation (ωB97M-V/def2-TZVPD) of a molecular structure, C40H28N10OSScSi.

CARTESIAN COORDINATES (ANGSTROEM)
Sc: 0.665 0.183 0.805
C: -0.526 -5.925 -1.538
C: -1.425 -5.991 -0.474
C: -1.557 -4.947 0.426
C: -0.769 -3.824 0.230
C: -0.607 -2.589 0.974
N: -1.233 -2.322 2.102
C: -1.039 -1.256 2.852
C: -1.828 -0.947 4.030
C: -2.872 -1.609 4.657
C: -3.491 -0.972 5.720
C: -3.069 0.280 6.161
C: -2.008 0.938 5.558
C: -1.394 0.318 4.481
C: -0.328 0.730 3.585
N: 0.326 1.873 3.690
C: 1.279 2.276 2.877
N: 1.746 1.612 1.773
C: 2.767 2.327 1.212
N: 3.495 1.983 0.167
C: 3.313 0.906 -0.565
N: 2.326 -0.035 -0.424
C: 2.495 -0.999 -1.382
N: 1.776 -2.091 -1.545
C: 0.799 -2.474 -0.748
N: 0.307 -1.796 0.333
C: 0.129 -3.753 -0.856
C: 0.263 -4.807 -1.745
C: 3.640 -0.661 -2.205
C: 4.250 -1.300 -3.273
C: 5.365 -0.693 -3.830
C: 5.846 0.523 -3.350
C: 5.248 1.163 -2.276
C: 4.149 0.551 -1.697
C: 2.956 3.551 1.970
C: 3.785 4.644 1.784
C: 3.669 5.697 2.680
C: 2.752 5.661 3.727
C: 1.909 4.575 3.912
C: 2.016 3.519 3.022
N: -0.153 -0.234 2.632
H: -0.441 -6.766 -2.209
H: -2.023 -6.879 -0.344
H: -2.240 -4.999 1.259
H: -3.190 -2.581 4.313
H: -4.320 -1.452 6.216
H: -3.579 0.748 6.989
H: -1.673 1.903 5.899
H: 0.970 -4.747 -2.557
H: 3.867 -2.236 -3.646
H: 5.874 -1.172 -4.653
H: 6.708 0.971 -3.819
H: 5.614 2.102 -1.896
H: 4.483 4.669 0.964
H: 4.295 6.568 2.558
H: 2.692 6.501 4.403
H: 1.182 4.550 4.708
C: -1.951 1.720 -4.621
Si: -2.747 0.166 -3.859
C: -1.723 -1.420 -4.110
C: -4.549 0.017 -4.438
C: -2.793 0.256 -1.942
C: -3.926 -0.080 -1.205
C: -3.903 -0.014 0.178
C: -2.715 0.315 0.810
N: -1.584 0.553 0.137
C: -1.666 0.559 -1.196
S: -0.182 1.080 -2.044
H: -2.274 1.829 -5.652
H: -0.866 1.663 -4.630
H: -2.234 2.630 -4.099
H: -1.592 -1.650 -5.161
H: -2.207 -2.275 -3.646
H: -0.735 -1.323 -3.667
H: -4.587 0.033 -5.522
H: -5.162 0.841 -4.087
H: -5.016 -0.909 -4.120
H: -4.826 -0.374 -1.720
H: -4.785 -0.218 0.763
H: -2.668 0.388 1.888
O: 1.222 2.854 -0.907
N: 0.280 2.092 -0.786

Properties
Frontier orbital gap (spin up / spin down), eV: 4.66 / 4.77
Net charge: +1
2S+1: 1


2.
The following is a DFT calculation (ωB97M-V/def2-TZVPD) of a molecular structure, C40H29Cl4GeIrN3O2S.

CARTESIAN COORDINATES (ANGSTROEM)
Ir: 1.855 -0.906 -0.495
C: 5.883 -2.730 -0.236
C: 6.740 -1.595 -0.257
C: 6.175 -0.350 -0.270
C: 4.771 -0.186 -0.287
N: 3.947 -1.313 -0.303
C: 4.523 -2.514 -0.254
C: 4.077 1.054 -0.324
C: 4.727 2.311 -0.278
C: 4.022 3.490 -0.410
C: 2.645 3.449 -0.601
C: 1.994 2.209 -0.602
C: 2.642 0.995 -0.440
H: 6.274 -3.738 -0.211
H: 7.817 -1.719 -0.253
H: 6.803 0.532 -0.275
H: 3.849 -3.353 -0.228
H: 5.803 2.351 -0.142
H: 4.539 4.445 -0.373
H: 2.078 4.363 -0.749
H: 0.926 2.203 -0.752
Cl: 1.901 -8.132 -1.172
C: 1.105 -6.608 -0.977
C: -0.247 -6.584 -0.589
Cl: -1.110 -8.070 -0.368
C: -0.878 -5.378 -0.388
Cl: -2.547 -5.329 0.078
C: -0.190 -4.125 -0.468
O: -0.717 -3.059 -0.140
C: 1.205 -4.143 -0.981
O: 1.812 -3.071 -1.248
C: 1.788 -5.425 -1.201
Cl: 3.416 -5.507 -1.793
C: -1.397 -2.274 2.711
N: -0.649 -1.063 2.970
C: -1.176 0.135 3.415
C: -0.209 1.067 3.339
N: 0.918 0.426 2.867
C: 0.643 -0.880 2.612
S: 1.739 -2.022 2.059
H: -2.442 -2.099 2.959
H: -1.004 -3.101 3.303
H: -1.308 -2.527 1.653
H: -2.199 0.222 3.733
H: -0.235 2.120 3.554
H: 1.738 0.863 2.473
C: 0.007 -0.156 -0.469
Ge: -1.492 0.973 -0.461
C: -1.767 2.349 1.005
C: -0.915 3.447 1.130
C: -1.134 4.431 2.084
C: -2.206 4.330 2.962
C: -3.052 3.233 2.870
C: -2.831 2.261 1.904
C: -3.250 0.024 -0.492
C: -3.275 -1.365 -0.613
C: -4.477 -2.059 -0.680
C: -5.684 -1.373 -0.631
C: -5.677 0.011 -0.518
C: -4.472 0.697 -0.452
C: -1.561 2.172 -2.079
C: -2.502 3.191 -2.211
C: -2.498 4.038 -3.311
C: -1.532 3.891 -4.297
C: -0.586 2.881 -4.180
C: -0.609 2.027 -3.087
H: -0.054 3.534 0.481
H: -0.472 5.288 2.137
H: -2.370 5.086 3.721
H: -3.897 3.144 3.545
H: -3.501 1.411 1.849
H: -2.334 -1.902 -0.648
H: -4.471 -3.139 -0.767
H: -6.623 -1.912 -0.690
H: -6.615 0.556 -0.481
H: -4.490 1.777 -0.361
H: -3.245 3.337 -1.434
H: -3.247 4.818 -3.398
H: -1.517 4.560 -5.150
H: 0.176 2.765 -4.942
H: 0.131 1.239 -2.993

Properties
Frontier orbital gap (spin up / spin down), eV: 2.85 / 5.02
Net charge: -2
2S+1: 6


3.
The following is a DFT calculation (ωB97M-V/def2-TZVPD) of a molecular structure, C40H31BrInN4O7S2.

CARTESIAN COORDINATES (ANGSTROEM)
In: 0.118 -0.104 0.461
C: 6.532 4.910 -2.037
C: 5.607 3.789 -1.656
C: 4.259 4.039 -1.392
C: 3.404 3.016 -1.031
C: 3.900 1.723 -0.934
C: 5.235 1.446 -1.184
C: 6.079 2.484 -1.545
S: 2.824 0.400 -0.501
O: 3.601 -0.808 -0.425
O: 1.684 0.401 -1.431
N: 2.082 0.749 0.876
C: 2.603 0.513 2.143
C: 3.918 0.649 2.518
C: 4.306 0.480 3.860
C: 3.394 0.189 4.835
C: 2.036 0.014 4.487
C: 1.026 -0.301 5.423
C: -0.264 -0.489 5.009
C: -0.560 -0.393 3.641
N: 0.356 -0.088 2.748
C: 1.643 0.147 3.137
H: 6.012 5.668 -2.621
H: 7.374 4.540 -2.619
H: 6.930 5.397 -1.144
H: 3.876 5.049 -1.472
H: 2.362 3.214 -0.818
H: 5.592 0.428 -1.104
H: 7.122 2.276 -1.748
H: 4.658 0.906 1.771
H: 5.348 0.602 4.122
H: 3.691 0.088 5.870
H: 1.289 -0.394 6.469
H: -1.049 -0.731 5.710
H: -1.554 -0.593 3.260
O: -0.640 1.937 0.300
S: -0.533 2.600 -1.086
C: -0.424 4.342 -0.689
C: -0.340 5.244 -1.741
C: -0.226 6.594 -1.454
C: -0.185 7.024 -0.133
C: -0.256 6.107 0.905
C: -0.371 4.750 0.632
C: -2.186 2.543 -1.756
C: -2.354 1.913 -2.979
C: -3.635 1.802 -3.503
C: -4.715 2.306 -2.796
C: -4.530 2.925 -1.563
C: -3.258 3.049 -1.034
H: -0.377 4.896 -2.767
H: -0.170 7.312 -2.261
H: -0.092 8.079 0.085
H: -0.221 6.446 1.932
H: -0.418 4.015 1.424
H: -1.498 1.505 -3.503
H: -3.786 1.315 -4.457
H: -5.714 2.213 -3.203
H: -5.378 3.319 -1.019
H: -3.097 3.526 -0.076
O: -1.795 -1.254 0.896
C: -1.920 -1.468 -0.342
O: -1.192 -0.865 -1.182
C: -2.889 -2.501 -0.813
C: -4.221 -2.480 -0.421
C: -5.078 -3.478 -0.849
C: -4.578 -4.493 -1.644
C: -3.253 -4.536 -2.040
C: -2.408 -3.521 -1.628
N: -5.488 -5.564 -2.088
O: -6.648 -5.490 -1.744
O: -5.013 -6.457 -2.758
H: -4.586 -1.684 0.215
H: -6.122 -3.487 -0.573
H: -2.910 -5.347 -2.665
H: -1.372 -3.512 -1.941
Br: 2.881 -6.438 -0.038
C: 2.088 -4.742 0.094
C: 1.663 -4.271 1.328
C: 1.092 -3.017 1.381
N: 0.942 -2.246 0.299
C: 1.348 -2.712 -0.887
C: 1.924 -3.958 -1.035
H: 1.767 -4.869 2.221
H: 0.728 -2.612 2.316
H: 1.201 -2.057 -1.735
H: 2.246 -4.300 -2.007

Properties
Frontier orbital gap, eV: 8.02
Net charge: +1
2S+1: 1


Calculated values (a.u.) of electronic energy for the records, taken in order: -3612.30282 -6276.52218 -5848.93744.
Calculated values (eV) of relative energy (zero: lowest compared OMol25 entry of this formula, charge and spin) for the records, taken in order: 0.000 0.000 0.282.